1.
Below is a structure of composition C10H20Br8Cl4 in a non-equilibrium geometry, with properties calculated with ωB97M-V/def2-TZVPD.

Last column: natural (NBO) charge in e.
Element x y z (Å)
H -0.996 2.494 2.860  0.233
Br -0.599 3.693 -0.635  0.051
C 1.613 -1.781 3.873  -0.454
H 3.458 -1.484 0.630  0.220
Br 2.519 -1.406 -1.650  0.002
H -2.198 3.286 -3.349  0.229
H -1.228 -3.053 -2.300  0.238
Br 0.408 -0.964 5.224  -0.029
Br -3.645 -3.290 -1.600  -0.015
H 1.729 -2.835 4.127  0.228
H -0.866 0.088 -1.209  0.218
Br 3.422 0.992 2.255  -0.007
H -2.728 -0.274 -1.981  0.224
H -1.537 -1.993 -0.907  0.230
H -1.456 1.392 -1.152  0.198
Cl -2.208 0.787 1.866  -0.001
H 2.753 1.516 -0.110  0.242
C 3.466 -0.661 -0.084  -0.461
H 1.716 0.253 0.579  0.280
H 0.053 -2.214 2.480  0.211
C -1.166 2.220 -1.800  -0.456
H -0.356 1.879 -2.444  0.243
H 4.482 -0.423 -0.399  0.222
C 0.997 -1.669 2.490  -0.410
H 2.566 -1.263 3.978  0.232
C 2.749 0.570 0.431  -0.524
Cl 0.562 1.704 -0.232  -0.010
C -0.796 1.760 2.079  -0.448
Cl 0.755 0.879 2.370  0.047
C -2.494 2.648 -2.516  -0.462
Br 2.191 -2.606 1.128  -0.004
Cl -0.218 -0.918 0.774  -0.011
H -3.111 3.173 -1.787  0.237
Br -3.402 1.008 -3.043  0.064
H -0.549 2.374 1.214  0.229
C -2.211 -1.035 -2.565  -0.487
H -2.844 -1.250 -3.426  0.232
H 0.785 -0.653 2.159  0.160
H 0.820 -0.430 -1.356  0.252
Br -0.612 -0.242 -3.404  0.012
C 0.099 0.061 -0.702  -0.499
C -1.924 -2.334 -1.867  -0.456

Summary:
Highest occupied orbital energy ... -8.6 eV
HOMO-LUMO gap ... 8.69 eV
Electronic energy ... -621107.639 eV
Maximum force ... 8.294 eV Å⁻¹
Multiplicity ... 1

***

2.
Below is a cluster of 2 separate species, C3H10N2O in total in a non-equilibrium geometry, with properties calculated with ωB97M-V/def2-TZVPD.

Last column: natural (NBO) charge in e.
Element x y z (Å)
C -0.559 -0.366 -0.896  -0.236
H 0.139 -0.981 -1.445  0.228
H 1.940 1.277 -0.508  0.209
C 1.444 0.731 0.296  -0.618
N -0.734 -0.404 0.738  -0.653
H -0.415 2.507 -0.754  0.366
H -0.554 -2.121 0.513  0.498
N -0.774 1.909 -0.018  -0.840
H 1.868 -0.269 0.354  0.221
H 0.370 -3.359 0.135  0.460
H -1.496 -0.184 -1.405  0.215
C -0.049 0.660 0.036  0.199
O -0.436 -2.895 -0.131  -0.994
H 1.628 1.241 1.242  0.212
H -0.685 2.394 0.868  0.357
H -1.687 -0.140 0.975  0.375

Summary:
Highest occupied orbital energy ... -9.6 eV
HOMO-LUMO gap ... 10.54 eV
Electronic energy ... -8299.492 eV
SMILES ... C[C@@]1(N)CN1.O
Maximum force ... 2.111 eV Å⁻¹
Multiplicity ... 1

***

3.
Below is a cluster of 2 separate species, CH3NO2 in total in a non-equilibrium geometry, with properties calculated with ωB97M-V/def2-TZVPD.

Last column: natural (NBO) charge in e.
Element x y z (Å)
O -4.406 0.393 -0.243  -0.358
O -3.126 0.132 -0.048  0.058
C 0.106 0.337 -0.116  -0.381
H 0.660 -0.412 0.542  0.221
N -2.403 -0.632 0.466  0.079
H -0.276 1.317 0.253  0.198
H -0.331 0.149 -1.032  0.184

Summary:
Highest occupied orbital energy (alpha / beta) ... -8.2 / -8.2 eV
HOMO-LUMO gap (alpha / beta) ... 5.81 / 5.81 eV
Electronic energy ... -6659.657 eV
Maximum force ... 4.111 eV Å⁻¹
Multiplicity ... 1

***

4.
Below is a structure of composition C38H26BrF6MgN8O5S2SeTe in a non-equilibrium geometry, with properties calculated with ωB97M-V/def2-TZVPD.

Last column: Mulliken charge in e.
Element x y z (Å)
C -0.864 6.027 -0.588  0.867
H 0.795 -4.811 -6.347  0.425
O 1.557 -2.020 -0.415  -0.505
H -0.461 -2.635 -5.462  0.713
C 1.927 -5.152 -2.671  -0.524
C -2.703 -3.136 -2.033  -0.257
F 5.208 1.900 -1.863  -0.202
C -3.531 -0.111 4.396  -1.685
H 1.529 4.306 2.973  0.477
H -0.124 -4.919 -2.161  0.337
H -3.168 4.722 -3.764  0.550
C 1.445 -0.578 5.055  -1.227
H -3.526 -0.617 7.018  0.189
C 0.960 4.161 2.069  -1.406
H -4.447 -0.089 4.982  0.354
H -1.114 -0.402 9.529  0.323
C -1.440 -1.258 -1.147  0.840
N -2.096 -4.292 -4.009  -0.542
C 3.515 -1.044 1.103  0.478
C -2.521 -0.609 6.614  -1.004
H -3.478 -3.878 -1.905  0.419
C 0.649 -0.971 -4.724  -1.646
H -2.327 0.625 -2.799  0.307
C -0.178 -0.817 6.905  -0.837
N -1.398 2.017 -1.634  0.183
O 1.480 2.104 -1.756  -0.569
O 3.139 2.076 0.029  -0.626
F 4.026 1.114 -3.484  -0.203
Br 4.691 -5.448 -3.306  -0.211
C -0.685 -1.255 -2.370  -1.078
N 2.761 -0.026 -1.313  -0.172
C -2.340 -0.380 5.260  0.828
C -2.187 1.683 -2.630  0.203
C 0.479 5.234 1.351  -0.705
C -1.886 -3.237 -3.161  0.017
H -3.407 0.842 3.883  0.274
N -1.178 -4.885 -4.614  -0.544
H 1.066 2.010 2.158  0.590
H -3.093 -2.174 -0.162  0.528
S 2.669 1.534 -1.198  0.996
C 0.161 -4.852 -4.294  0.223
C -0.476 3.640 -0.191  -0.215
F 3.448 -0.165 2.101  -0.188
H 1.500 -0.204 4.036  -0.335
C 0.596 -4.966 -2.964  0.012
C -0.243 -2.010 -4.607  -0.373
F 4.703 -0.894 0.510  -0.241
H 1.866 -1.583 5.080  0.293
H 2.245 -5.246 -1.645  0.458
F 3.873 3.191 -2.958  -0.235
H 3.191 -5.103 -5.812  0.412
S 2.079 -0.740 -0.107  1.067
N -0.755 7.320 -0.316  -0.906
C -2.854 2.614 -3.430  -1.232
F 3.505 -2.261 1.654  -0.242
H -3.608 -0.883 3.632  0.263
Se -1.696 8.231 -1.525  0.225
H 1.523 0.725 -3.721  0.387
H 1.182 -0.797 -5.647  0.470
H 2.059 0.054 5.696  0.405
C 0.842 -0.112 -3.639  -0.246
H -3.482 2.275 -4.237  0.478
O 1.292 0.176 0.668  -0.485
N 0.016 2.611 0.521  0.380
C -1.448 -0.849 7.457  0.935
C 2.452 -5.075 -5.026  -0.506
C -2.681 3.959 -3.176  -0.624
Mg 0.140 0.916 -0.698  0.708
H 0.659 6.256 1.650  0.536
C -0.272 4.990 0.199  0.432
C 2.847 -5.198 -3.704  0.042
H 0.679 -0.985 7.546  0.351
C -1.249 3.319 -1.338  -0.046
C 0.027 -0.597 5.549  1.477
C -2.475 -2.197 -1.045  -0.957
C -1.061 -0.408 4.694  -0.584
C -1.649 -1.130 8.919  -1.498
C -0.912 -2.214 -3.388  0.911
Te -0.913 -0.282 2.521  -0.065
C 0.701 2.866 1.610  -0.230
C 4.014 1.960 -2.451  0.549
C -1.666 5.705 -1.729  0.884
N 0.181 -0.240 -2.513  0.708
C -1.874 4.342 -2.107  0.332
H -1.271 -2.120 9.178  0.311
O -1.154 -0.381 -0.251  -0.113
N -2.202 6.741 -2.361  -0.910
H -2.706 -1.088 9.174  0.331
C 1.115 -4.918 -5.321  -0.304

Summary:
Highest occupied orbital energy ... -2.8 eV
HOMO-LUMO gap ... 3.27 eV
Electronic energy ... -248091.267 eV
Maximum force ... 4.240 eV Å⁻¹
Net charge ... -1
Multiplicity ... 1